1.
9
Properties=species:S:1:pos:R:3:forces:R:3:lowdin_charge:R:1 method="wB97M-V/def2-TZVPD" homo_ev=-9.84 orbital_gap_ev=10.4 smiles="FC(F)=C[SiH3]"
F 1.33528 2.44408 0.40909 -0.02 -0.28 -0.71 0.093
C 0.69333 1.27571 0.42079 -0.47 0.81 1.46 -0.502
F 0.48963 1.03519 1.73950 0.13 -0.52 -0.79 0.048
C 0.19387 0.57406 -0.56750 -0.29 -2.03 -1.61 -0.151
Si -0.76068 -1.32841 -0.15467 3.51 2.78 0.28 0.730
H 0.37652 0.95372 -1.64364 -0.23 -0.71 2.04 0.082
H 0.18432 -2.46233 0.14760 -0.16 0.53 -0.02 -0.094
H -1.21764 -1.63495 -1.45701 -1.34 -0.22 -0.80 -0.117
H -1.29463 -0.85707 1.10583 -1.13 -0.36 0.15 -0.089

---

2.
11
Properties=species:S:1:pos:R:3:forces:R:3:lowdin_charge:R:1 method="wB97M-V/def2-TZVPD" homo_ev=-10.12 orbital_gap_ev=11.0 smiles="F[SiH](F)F.C=CF"
F -2.42811 3.74739 -3.09040 0.56 -0.66 0.48 -0.112
Si -2.76981 2.32564 -2.44766 -0.51 -0.21 -0.24 0.316
F -3.20286 2.54709 -0.93324 0.41 -0.03 -0.38 -0.113
F -4.08848 1.95270 -3.24596 0.13 -0.35 0.12 -0.116
H -1.77967 1.17079 -2.55063 -0.56 1.24 0.03 0.028
C 1.37957 -0.94971 0.55976 1.09 0.29 1.49 0.017
C 0.31192 -0.16715 0.51601 1.90 -1.01 0.16 -0.279
F -0.89513 -0.55056 0.19761 -1.48 -1.09 -0.42 0.032
H 1.22470 -2.02156 0.62186 0.24 -0.03 -0.73 0.055
H 2.40574 -0.55174 0.91437 -2.08 -0.55 -0.77 0.092
H 0.28415 0.81541 0.81641 0.32 2.40 0.25 0.079

---

3.
8
Properties=species:S:1:pos:R:3:forces:R:3:lowdin_charge:R:1 method="wB97M-V/def2-TZVPD" homo_ev="-9.62 / -9.24" orbital_gap_ev="9.5 / 8.1"
C -2.00237 -0.54939 -0.34205 1.36 -0.56 -1.47 0.031
C 0.59943 0.51216 0.15632 -0.88 -0.66 0.65 0.061
N -3.22768 -0.54904 -0.23370 0.59 -0.89 -0.93 -0.049
F -3.78241 0.57615 0.31196 -0.46 0.85 0.93 -0.086
H 0.79052 -0.56483 0.13535 0.20 0.51 0.26 -0.016
H -1.38703 -1.20592 -1.04744 -1.20 0.60 1.51 0.087
H 0.47155 1.03194 1.12392 0.21 -0.35 -0.89 0.006
H 0.21590 0.91023 -0.76507 0.18 0.50 -0.06 -0.034

---

4.
8
Properties=species:S:1:pos:R:3:forces:R:3:lowdin_charge:R:1 method="wB97M-V/def2-TZVPD" homo_ev=-10.72 orbital_gap_ev=11.8 smiles="C/N=C/F"
C -0.98369 -0.32616 0.01647 0.17 1.12 -1.69 -0.135
N 0.47376 -0.65561 0.00736 -1.73 2.10 0.51 0.046
C 1.21344 0.35860 0.09485 0.30 -2.62 -0.71 -0.267
F 2.51259 0.10237 -0.01303 1.17 0.08 0.17 0.031
H -1.48863 -0.88886 -0.72513 0.13 -1.02 -1.40 0.043
H -1.30106 0.71431 -0.35903 0.83 -1.01 1.35 0.102
H -1.55391 -0.71778 0.82457 0.17 0.38 1.56 0.057
H 1.12751 1.41314 0.15393 -1.02 0.96 0.20 0.123

---

5.
8
Properties=species:S:1:pos:R:3:forces:R:3:lowdin_charge:R:1 method="wB97M-V/def2-TZVPD" homo_ev=-9.75 orbital_gap_ev=10.5
C 0.81216 0.03652 0.14737 -4.24 -0.12 0.19 -0.346
C -1.31467 0.23602 0.04486 3.42 -4.26 3.63 0.110
N 1.29181 -0.52585 -0.82096 -1.44 -0.34 -1.04 0.132
F 1.43551 0.43699 1.24078 0.17 0.26 0.64 0.055
H -1.44809 -0.64764 -0.54495 -0.14 0.29 -0.83 0.020
H -1.17774 1.16958 -0.23941 -0.28 4.02 -2.13 -0.052
H -1.82005 0.13021 1.03332 0.77 0.18 -0.67 0.042
H 2.22107 -0.83583 -0.86101 1.75 -0.03 0.21 0.039

---

6.
10
Properties=species:S:1:pos:R:3:forces:R:3:lowdin_charge:R:1 method="wB97M-V/def2-TZVPD" homo_ev=-16.46 orbital_gap_ev=9.7 total_charge=+1 smiles="FCON1C=[NH+]1"
F -1.97069 1.07071 0.46519 1.06 0.27 -0.13 -0.030
C -1.64240 0.00650 -0.37983 -3.51 1.58 0.42 -0.211
O -0.47351 -0.58665 -0.01510 2.99 -0.56 0.32 -0.027
N 0.70062 0.14180 -0.46222 -2.51 0.24 -0.43 0.161
C 1.84627 -0.49682 -0.05996 1.56 -1.35 -1.61 0.026
N 1.71331 0.39433 0.75955 -1.63 0.87 1.26 0.352
H -1.67093 0.44361 -1.40969 0.16 -0.86 0.74 0.156
H -2.50502 -0.66130 -0.03662 1.62 -0.12 -1.44 0.180
H 2.61809 -1.14964 -0.46553 -0.28 -0.46 0.36 0.186
H 1.38427 0.83746 1.60418 0.54 0.39 0.51 0.207

---

7.
10
Properties=species:S:1:pos:R:3:forces:R:3:lowdin_charge:R:1 method="wB97M-V/def2-TZVPD" homo_ev=-7.50 orbital_gap_ev=8.3
C -1.05368 -1.09065 0.29084 0.31 -0.31 -0.13 -0.013
C 0.88482 1.43885 -0.95663 -2.00 2.10 2.18 -0.275
N 0.95344 0.30337 -0.52642 0.73 -3.72 -1.02 0.008
N 0.97786 -0.12273 0.75056 2.01 1.43 1.59 -0.057
N 0.00336 -0.88488 1.04680 -2.46 0.15 -0.94 -0.109
F 1.00343 1.68606 -2.23957 0.23 0.27 -0.68 0.071
H -1.19956 -0.83127 -0.71238 0.87 0.99 -1.11 0.037
H -1.92045 -1.49933 0.64915 -1.46 -1.49 1.65 0.020
H 0.43638 2.23737 -0.31267 0.99 0.15 -0.91 0.145
H -0.08561 -1.23680 2.01030 0.80 0.45 -0.63 0.174

---

8.
11
Properties=species:S:1:pos:R:3:forces:R:3:lowdin_charge:R:1 method="wB97M-V/def2-TZVPD" homo_ev=-10.60 orbital_gap_ev=10.8
C 0.38340 -0.91011 0.22724 0.14 -0.03 -1.56 -0.236
C -0.99322 -0.68680 -0.11455 -0.10 2.33 1.08 -0.046
N 1.47829 -1.23360 0.23318 0.38 -0.37 0.75 0.134
O 3.00464 0.94662 -0.14153 3.47 0.30 -1.77 -0.268
O 4.84811 -0.32571 -1.28523 -1.09 0.73 2.30 -0.409
F 4.95346 0.55292 1.21396 -0.46 -0.88 -1.70 -0.371
S 4.09006 -0.29028 -0.03147 1.20 1.20 -0.30 0.965
H 2.24505 0.66550 0.29198 -2.33 -0.95 1.39 -0.047
H -1.37048 -0.02156 0.69580 -0.70 -1.32 -0.18 0.106
H -1.35783 -1.65409 -0.32222 -1.34 -0.93 0.42 0.078
H -1.19919 -0.06091 -0.97886 0.82 -0.09 -0.42 0.094

---

9.
10
Properties=species:S:1:pos:R:3:forces:R:3:lowdin_charge:R:1 method="wB97M-V/def2-TZVPD" homo_ev=-9.74 orbital_gap_ev=10.3 smiles="O=C(CF)NS"
O -1.65944 -1.42023 -0.08726 -0.65 0.69 0.27 0.058
C -0.80872 -0.58007 0.12289 -1.37 -0.45 -0.01 -0.623
C -1.00380 0.82933 0.65165 0.50 1.05 0.68 -0.094
F -0.82566 1.66058 -0.56747 -0.16 -1.09 2.23 -0.132
N 0.45506 -0.87803 -0.21548 -0.04 -4.37 -3.83 -0.466
S 1.78156 -0.01494 0.13094 1.42 2.48 -1.64 0.759
H 0.01491 0.99333 1.42135 -3.52 0.17 -2.05 0.134
H -2.11768 1.00074 1.02623 2.77 -0.23 -0.57 0.159
H 0.40931 -1.77221 -1.04228 0.52 3.37 3.40 0.244
H 1.58452 1.08443 -0.83405 0.54 -1.62 1.52 -0.040

---

10.
10
Properties=species:S:1:pos:R:3:forces:R:3:lowdin_charge:R:1 method="wB97M-V/def2-TZVPD" homo_ev=-8.57 orbital_gap_ev=8.2
C -2.09993 -0.62577 -1.30977 2.10 0.16 1.42 -0.401
C 0.49136 -0.11353 0.07576 -0.08 1.38 -2.12 -0.044
N 1.21285 0.83071 0.41010 2.88 0.76 0.30 -0.323
O -2.13755 -1.70486 -1.76748 -0.80 -0.39 -0.06 0.127
F -1.85077 0.45192 -2.02917 -0.49 0.87 -1.02 0.070
S 2.42049 1.05511 1.99145 -1.29 -0.96 -0.04 0.553
H 0.10455 -0.82730 0.71569 -0.35 -1.34 1.88 0.012
H -1.92162 -0.29576 -0.25355 -1.06 -0.61 -0.50 0.118
H 1.80847 1.39845 -0.21511 -1.36 -0.40 0.00 0.072
H 1.97215 -0.16897 2.38208 0.46 0.53 0.15 -0.185

---

11.
11
Properties=species:S:1:pos:R:3:forces:R:3:lowdin_charge:R:1 method="wB97M-V/def2-TZVPD" homo_ev="-8.88 / -8.58" orbital_gap_ev="7.6 / 7.5"
C -1.64107 -0.58866 0.23572 2.45 -0.92 1.22 -0.076
C -0.95611 0.44475 -0.55894 1.89 -0.57 2.73 -0.176
N 0.19336 0.90748 -0.25525 -0.11 -0.70 -0.18 -0.116
N 2.58323 -0.17363 1.13942 -0.53 -0.80 0.34 -1.164
O 0.95748 1.67055 -0.86946 -1.40 0.35 -0.50 -0.299
I 2.43599 -1.88789 0.01462 0.08 0.17 0.05 0.559
I 3.20333 1.39375 0.21769 1.60 0.55 0.11 0.968
H -1.38164 -1.58022 -0.17107 -0.60 0.22 -0.06 0.081
H -1.23489 -0.61845 1.26200 -0.16 0.11 -0.33 0.090
H -2.66405 -0.39072 0.29650 -1.70 -0.04 -0.11 0.051
H -1.49563 0.82304 -1.31122 -1.53 1.63 -3.28 0.082

---

12.
9
Properties=species:S:1:pos:R:3:forces:R:3:lowdin_charge:R:1 method="wB97M-V/def2-TZVPD" homo_ev="-8.41 / -8.41" orbital_gap_ev="7.7 / 7.7"
C 0.18230 0.16612 -0.58839 -0.85 2.09 2.82 -0.001
C -1.85841 -0.09023 0.53771 3.74 1.90 -0.50 -1.340
O -1.49400 -0.27064 1.85935 0.23 1.54 -0.59 -0.243
I -2.71375 -1.79246 -0.20807 -0.33 -0.47 -0.25 0.860
I -2.89128 1.82640 -0.04975 0.34 -1.01 0.57 0.591
H 0.72356 1.21242 -0.63648 -1.62 -2.10 0.24 0.068
H 0.70970 -0.57762 -0.02471 0.29 -0.26 0.27 -0.002
H -0.23786 -0.20436 -1.44890 -0.66 -0.54 -2.15 -0.056
H -0.84711 0.45802 2.09737 -1.14 -1.14 -0.41 0.123

---

13.
9
Properties=species:S:1:pos:R:3:forces:R:3:lowdin_charge:R:1 method="wB97M-V/def2-TZVPD" homo_ev=-9.69 orbital_gap_ev=10.0
H -0.78021 2.43421 0.59627 1.04 -0.13 -0.45 0.057
N 0.05864 1.86610 0.32822 -1.84 -0.68 0.36 0.044
C -0.32591 0.70392 0.04874 2.18 -1.69 -0.71 -0.759
I -2.33617 -0.03880 -0.10260 -0.14 0.14 0.11 0.778
C 0.79919 -0.60604 -0.26631 0.39 6.11 1.02 -0.338
O 0.46579 -1.72199 0.36727 -3.58 -2.72 -0.44 -0.130
H 1.64556 -0.02791 0.30663 -1.05 -1.67 -1.22 0.136
H 0.99112 -0.56513 -1.35869 -0.28 -0.53 0.52 0.109
H -0.51800 -2.04436 0.08048 3.29 1.17 0.81 0.103

---

14.
10
Properties=species:S:1:pos:R:3:forces:R:3:lowdin_charge:R:1 method="wB97M-V/def2-TZVPD" homo_ev="-9.45 / -9.32" orbital_gap_ev="7.6 / 8.0"
C -1.15538 0.89111 0.29041 -0.08 -0.70 -0.62 0.108
C 0.86023 -0.08353 -0.48127 -2.08 4.01 -0.31 -0.610
N 0.64246 -1.36964 -0.04074 -1.63 -2.04 0.93 -0.510
O 1.41189 -1.80807 0.80824 -0.33 -0.26 -0.60 0.000
O -0.39605 -1.95436 -0.44501 1.81 0.63 0.35 0.012
I 2.60211 0.99223 0.03525 -0.92 -0.59 -0.15 0.858
H -0.84232 0.96681 1.31109 0.23 0.40 0.28 0.017
H -2.05369 0.25364 0.15402 1.20 -0.38 -0.04 0.045
H -1.34262 1.77914 -0.32264 0.92 0.00 0.37 0.033
H 0.27339 0.33267 -1.30936 0.88 -1.07 -0.22 0.046

---

15.
10
Properties=species:S:1:pos:R:3:forces:R:3:lowdin_charge:R:1 method="wB97M-V/def2-TZVPD" homo_ev="-10.14 / -8.62" orbital_gap_ev="9.4 / 6.9"
C -0.79252 -0.07163 -0.87067 0.40 0.52 -0.55 0.147
C 1.66709 -0.48939 0.67201 -1.79 0.46 1.44 -0.717
N -1.71367 0.66877 -0.02815 1.79 -3.20 0.10 -0.477
O -1.99499 0.04165 0.99788 -0.62 0.97 0.12 0.026
O -2.07656 1.75336 -0.38283 -0.58 0.92 0.08 0.072
I 3.41447 0.09678 -0.06780 0.64 0.12 -0.34 0.824
H -0.52769 0.51862 -1.76245 0.05 -0.71 0.50 0.093
H -0.45395 -1.10867 -0.62315 -0.93 1.42 -0.24 0.077
H 1.22416 0.06561 1.53042 0.57 -0.34 -0.89 -0.005
H 1.25364 -1.47508 0.53473 0.46 -0.18 -0.22 -0.040

---

16.
10
Properties=species:S:1:pos:R:3:forces:R:3:lowdin_charge:R:1 method="wB97M-V/def2-TZVPD" homo_ev=-8.72 orbital_gap_ev=8.3
C 0.85560 -0.59449 -0.36599 1.92 -0.13 0.89 -0.463
C -0.59744 0.76392 0.62801 -2.07 0.17 2.07 -0.589
N -0.32148 -0.64069 0.43729 -0.12 -0.40 -0.73 -0.552
O 0.64430 0.36004 -1.38522 0.96 -1.27 -1.35 -0.542
S 0.30199 1.75337 -0.61773 -0.45 0.47 0.40 0.908
I -1.97435 -1.51923 -0.49594 0.49 -0.29 -0.16 0.859
H 1.76253 -0.27536 0.24436 -1.27 0.29 -0.06 0.141
H 1.20950 -1.56468 -0.63268 -0.46 -0.71 -1.38 0.110
H -1.73187 0.85351 0.55153 1.70 0.70 0.69 0.035
H -0.14879 0.86361 1.63637 -0.70 1.17 -0.38 0.093

---

17.
9
Properties=species:S:1:pos:R:3:forces:R:3:lowdin_charge:R:1 method="wB97M-V/def2-TZVPD" homo_ev=-9.19 orbital_gap_ev=8.0 smiles="[H]/N=C(/C)SI"
H -2.03969 -0.36489 -0.81749 -0.36 0.97 -0.72 0.035
N -1.21223 -0.76352 -0.44311 -1.71 -2.21 0.41 0.124
C -0.21735 -0.13802 -0.12179 0.34 1.49 0.04 -0.908
C 0.92470 -0.74342 0.55635 -1.43 -0.25 5.49 -0.166
S 0.36682 1.49915 -0.41499 -0.80 2.16 -0.48 0.351
I -1.44461 3.06282 -1.11608 0.83 -1.18 0.31 0.328
H 1.68588 -0.67904 -0.07844 3.63 -0.44 -2.51 0.007
H 0.67724 -1.76369 0.93128 0.34 0.71 -0.65 0.107
H 1.25925 -0.10939 1.50426 -0.85 -1.24 -1.90 0.122

---

18.
9
Properties=species:S:1:pos:R:3:forces:R:3:lowdin_charge:R:1 method="wB97M-V/def2-TZVPD" homo_ev=-8.29 orbital_gap_ev=6.7
C -0.08199 0.27534 -0.16799 1.76 -0.03 1.37 -0.365
C 0.99091 -0.18193 0.53779 -1.96 -0.75 -0.49 0.035
N -1.03953 -0.63167 -0.50461 -3.56 -0.87 -1.57 -0.351
S -1.17281 -3.17835 1.94532 -0.15 0.17 -0.07 -0.335
I -2.44739 -1.56500 0.99163 1.03 0.38 -0.24 0.815
H -0.18521 1.28313 -0.51438 -0.08 0.60 0.05 0.090
H 1.76322 0.32317 1.04956 0.61 1.05 -0.10 0.041
H 0.93374 -1.23722 0.76864 0.15 -0.19 -0.01 0.018
H -1.86144 -0.26892 -1.11088 2.18 -0.36 1.04 0.051

---

19.
11
Properties=species:S:1:pos:R:3:forces:R:3:lowdin_charge:R:1 method="wB97M-V/def2-TZVPD" homo_ev=0.46 orbital_gap_ev=4.6 total_charge=-2
C 0.10907 1.22946 0.84070 -0.58 -0.68 -0.34 -0.312
C -0.55322 0.13755 -0.08140 -3.89 -0.63 3.10 -0.871
O 0.48162 -2.40629 0.70078 -0.11 1.50 -0.92 -0.527
O -0.30764 -2.07762 -1.72432 -0.38 0.08 0.08 -0.524
O 1.70334 -0.72987 -0.92929 0.52 -0.14 0.29 -0.503
P 0.43799 -1.48282 -0.55013 0.35 -0.65 0.59 -0.042
I -1.15213 1.14506 -1.84844 -0.24 0.43 -0.73 0.572
H -0.47215 2.19692 1.02166 0.68 -1.41 -0.24 0.047
H 0.50537 0.76917 1.74607 -0.79 -0.18 0.53 0.047
H 1.05241 1.38929 0.37287 0.73 0.84 -0.90 0.013
H -1.80466 -0.17086 0.45150 3.71 0.84 -1.45 0.101

---

20.
10
Properties=species:S:1:pos:R:3:forces:R:3:mulliken_spin:R:1 method="wB97M-V/def2-TZVPD" homo_ev="-0.94 / -3.92" orbital_gap_ev="3.3 / 6.5" total_charge=-1 spin_multiplicity=2
O -1.65491 -1.63160 -1.18562 0.29 -0.34 0.18 0.001
H -2.56781 -1.47283 -0.95358 -0.20 0.03 -0.07 0.000
C -0.85826 2.24126 -0.87249 0.59 0.45 0.63 -0.027
C 0.48711 2.05795 -0.83326 -0.41 -0.03 0.05 0.049
O 1.14729 1.07703 -0.24397 0.47 0.22 0.90 -0.201
H -1.50943 1.75948 -0.13485 0.15 -0.31 -0.74 -0.008
H -1.27276 3.04915 -1.47750 0.17 -0.11 0.27 0.002
H 1.13934 2.81241 -1.30635 -0.25 -0.22 -0.41 -0.021
Li 2.40011 1.24118 1.16504 -0.49 -0.08 -0.60 0.658
K 0.55992 -1.51881 -0.32543 -0.31 0.39 -0.21 0.548

---

Energy, respectively: -567.74315; -767.71012; -232.97615; -233.18312; -233.11497; -362.71992; -342.58928; -781.84821; -706.57294; -706.51501; -858.51877; -749.09776; -506.23360; -581.29945; -581.28704; -904.39196; -829.20745; -829.11329; -943.39919; -836.55142 a.u..
Energy above the lowest of the compared OMol25 structures with the same formula, charge and spin, respectively: 472.0; 84.7; 617.1; 73.7; 252.6; 269.2; 350.9; 57.7; 174.5; 326.6; 471.8; 309.3; 106.5; 610.2; 642.8; 211.5; 40.5; 287.7; 338.4; 49.5 kJ/mol.
Maximum force, respectively: 4.49; 2.44; 2.08; 2.77; 6.56; 3.87; 3.93; 3.91; 5.81; 2.99; 3.97; 4.22; 6.20; 4.53; 3.66; 2.93; 5.68; 3.99; 5.02; 1.04 eV Å⁻¹.